Entry 1:
Here is a molecular structure, C19H24N2O7 from the Open Molecules 2025 dataset. Energies are from ωB97M-V/def2-TZVPD.

XYZ file:
```
52
Properties=species:S:1:pos:R:3:forces:R:3
C -3.16950 -0.42912 2.44861 3.191 -0.525 -5.246
H -4.11284 -0.29997 2.62904 -5.360 0.389 1.263
H -2.64469 -1.17377 2.90750 0.773 -2.325 1.299
H -2.60527 0.45282 2.55502 0.573 1.304 -0.482
O -3.21104 -0.88380 0.83118 -8.895 2.902 9.714
C -2.12497 -1.07549 0.38754 6.951 -0.183 -3.819
C -0.90386 -1.07142 1.09266 2.093 -2.868 -11.887
C 0.31640 -1.15842 0.06623 -2.436 0.539 8.509
C 0.18081 -1.46491 -1.25231 6.748 -0.200 2.320
C -0.97190 -1.60858 -1.76377 -8.940 3.359 5.405
C -2.22323 -1.11865 -1.00889 3.742 -3.948 -4.602
O -3.46170 -1.26535 -1.82520 2.560 -0.580 2.314
C -4.47220 -2.08146 -1.18446 3.670 10.556 4.320
H -5.08484 -2.26611 -1.82273 -6.943 -3.135 -7.675
H -4.24549 -2.68741 -0.47186 2.012 -4.108 3.842
C -5.41274 -0.83819 -0.27552 8.796 -0.571 -9.677
O -6.14076 -1.19947 0.47592 -6.719 -1.607 6.998
O -5.13335 0.35689 -0.79673 1.992 2.026 -1.863
H -4.24929 0.46779 -1.57348 -3.788 -1.957 3.571
H -1.14187 -1.75512 -2.68351 -1.095 -1.540 -6.946
H 1.07524 -1.67830 -1.83207 0.058 0.194 -0.010
C 1.57761 -1.01002 1.01995 2.988 -5.450 -15.592
N 2.16334 -2.32825 1.23846 -4.153 -1.850 4.386
C 3.07629 -3.07685 0.71563 1.721 7.174 -4.574
O 3.37647 -4.12830 0.48653 0.255 -11.321 1.988
N 3.98416 -2.34369 -0.34172 -1.177 -4.551 3.867
C 3.73996 -1.20935 -0.57224 -2.283 17.544 -3.034
C 2.72440 -0.20589 -0.04305 -0.143 -12.365 4.471
C 2.29766 1.00980 -0.15128 6.134 6.634 -6.855
O 3.03778 1.75026 -0.91675 -1.242 0.138 0.596
O 1.29123 1.51755 0.36565 -3.989 -3.443 3.137
C 0.65059 2.68711 0.11099 0.070 3.559 4.745
C -0.52543 2.71772 1.15514 0.928 -6.299 -2.173
H -1.09518 3.50416 1.07107 -2.832 4.644 -0.782
H -1.26331 1.82697 0.80442 1.535 1.579 1.328
H -0.22318 2.67986 2.20011 0.248 -0.633 -0.165
C 0.29735 2.90816 -1.39421 -13.838 3.002 8.479
H 1.14735 2.97450 -1.59280 12.768 1.174 -5.817
H -0.36398 2.10750 -1.52626 -0.502 -1.258 -1.414
H -0.41344 3.94981 -1.23117 2.336 -2.743 -1.301
C 1.72208 3.73446 0.85231 -4.840 2.789 -3.023
H 1.80995 3.70964 1.96011 0.440 -0.803 -1.126
H 1.04897 4.73379 0.65998 2.076 -1.668 0.508
H 2.47567 3.68421 0.08666 1.359 0.456 0.851
C 4.66455 -0.37160 -1.53300 5.653 -18.297 2.919
H 5.90171 -0.57160 -0.99463 -3.478 0.770 -1.028
H 4.63163 0.49967 -1.62115 -1.435 13.222 -1.898
H 4.94104 -1.13146 -2.36100 -0.889 1.946 0.277
H 4.70939 -2.75210 -0.86077 0.959 -1.551 -0.168
H 1.44369 -2.93215 1.82806 2.130 1.220 -1.574
H 1.60622 -0.51046 1.76348 -0.849 6.101 9.652
H -0.69749 -0.64540 1.91834 1.065 2.558 5.976
```
Positions in Å, forces in eV/Å.

## Properties
LUMO level in Ha: 0.0015
ΔE to the lowest compared entry with this formula, charge and spin in kcal/mol: 463.2
Highest occupied orbital energy in eV: -7.77
Total charge: 0
Calculated total energy in eV: -37383.7152

For reference, the natural (NBO) charges in units of e are:
1 C -0.199
2 H 0.197
3 H 0.189
4 H 0.193
5 O -0.487
6 C 0.288
7 C -0.360
8 C 0.120
9 C -0.333
10 C -0.121
11 C 0.188
12 O -0.544
13 C -0.147
14 H 0.161
15 H 0.178
16 C 0.836
17 O -0.565
18 O -0.740
19 H 0.555
20 H 0.196
21 H 0.225
22 C -0.024
23 N -0.626
24 C 0.851
25 O -0.546
26 N -0.608
27 C 0.390
28 C -0.261
29 C 0.673
30 O -0.773
31 O -0.524
32 C 0.331
33 C -0.596
34 H 0.196
35 H 0.182
36 H 0.209
37 C -0.574
38 H 0.200
39 H 0.221
40 H 0.193
41 C -0.662
42 H 0.227
43 H 0.177
44 H 0.260
45 C -0.503
46 H 0.165
47 H 0.192
48 H 0.201
49 H 0.417
50 H 0.417
51 H 0.170
52 H 0.192

Entry 2:
Here is a molecular structure, C4H9NO2 from the Open Molecules 2025 dataset. Energies are from ωB97M-V/def2-TZVPD.

XYZ file:
```
16
Properties=species:S:1:pos:R:3:forces:R:3
C -0.54008 0.29939 -2.98001 -0.020 0.021 -0.213
N -0.38099 0.22675 -1.54187 0.117 -0.464 0.228
C -0.05431 -0.86857 -1.04173 -0.096 0.317 -0.312
O 0.13082 -1.03888 0.32350 0.052 0.077 0.167
C 0.15919 0.02514 1.11075 -0.053 0.018 0.073
C -0.17676 -0.11256 2.54104 0.109 -0.183 -0.321
O 0.25026 0.83385 3.32230 0.034 0.031 0.024
H -1.55177 0.64731 -3.20749 0.154 -0.039 0.038
H 0.16064 1.04176 -3.37246 -0.112 -0.096 0.041
H -0.36832 -0.65878 -3.49147 -0.019 0.132 0.092
H 0.12663 -1.81934 -1.54789 -0.034 0.135 0.040
H 1.94645 0.66794 1.75411 -0.036 -0.030 -0.010
H 0.08013 0.99563 0.62459 0.026 -0.108 0.077
H -1.26709 0.05164 2.18264 -0.032 -0.035 0.098
H -0.11443 -1.17508 2.85970 -0.092 0.184 -0.037
H 1.59964 0.88379 2.46429 0.002 0.039 0.014
```
Positions in Å, forces in eV/Å.

## Properties
LUMO level in Ha: -0.0071
ΔE to the lowest compared entry with this formula, charge and spin in kcal/mol: 141.6
Highest occupied orbital energy in eV: -8.81
Total charge: 0
Calculated total energy in eV: -9873.9209

For reference, the natural (NBO) charges in units of e are:
1 C -0.430
2 N -0.436
3 C 0.386
4 O -0.481
5 C 0.331
6 C -0.096
7 O -0.719
8 H 0.215
9 H 0.216
10 H 0.177
11 H 0.169
12 H -0.104
13 H 0.219
14 H 0.244
15 H 0.159
16 H 0.149

Entry 3:
Here is 2 unconnected molecules or ions with the total composition ClFOS from the Open Molecules 2025 dataset. Energies are from ωB97M-V/def2-TZVPD.

XYZ file:
```
4
Properties=species:S:1:pos:R:3:forces:R:3
O -0.92113 0.47224 1.40064 0.416 -0.880 -0.699
F 1.73378 0.88152 -1.82078 -0.182 -0.123 0.235
S 0.00680 -0.43628 0.70264 0.075 0.995 0.471
Cl -0.91690 -1.92521 -0.30919 -0.309 0.008 -0.007
```
Positions in Å, forces in eV/Å.

## Properties
LUMO level (spin up / spin down) in Ha: -0.0720 / -0.1556
ΔE to the lowest compared entry with this formula, charge and spin in kcal/mol: 83.9
Highest occupied orbital energy (spin up / spin down) in eV: -11.93 / -9.59
Total charge: 0
Calculated total energy in eV: -28118.5623

For reference, the natural (NBO) charges in units of e are:
1 O -0.740
2 F -0.077
3 S 1.010
4 Cl -0.193